Entry 1:
136
Properties=species:S:1:pos:R:3:mulliken_charge:R:1 method="wB97M-V/def2-TZVPD" total_charge=+1 lumo_energy_ha="-0.08777 / -0.28262" s2=0.75 spin_multiplicity=2
C 0.44203 -0.38313 0.64734 0.481
C 0.46603 0.99525 0.05063 0.748
O 1.40723 1.89605 0.70549 0.716
O -0.51377 -1.26462 0.04957 -0.225
H 0.23401 -0.38450 1.71731 -0.350
H 1.44009 -0.79372 0.49447 0.010
H -0.53769 1.41562 -0.01199 -0.406
H 0.79156 0.82718 -0.97596 -0.325
H 2.17540 1.49136 1.11504 -0.112
H -0.22558 -2.12495 0.36322 -0.065
C -1.04130 2.22694 3.55032 -0.488
O -1.43742 0.83403 3.87099 -0.550
H -0.69548 2.35525 2.52462 -0.011
H -1.83763 2.94558 3.74402 0.410
H -0.18702 2.49954 4.16999 0.269
H -1.76234 0.81125 4.77405 0.249
C 0.11882 4.32268 -1.74848 -0.250
O 1.29013 4.24443 -0.95114 -0.608
H -0.20141 3.33099 -2.06800 -0.210
H -0.70773 4.76051 -1.18880 0.157
H 0.21480 4.90798 -2.66298 0.462
H 1.19975 3.56999 -0.27397 0.055
C 2.24321 4.59146 3.29078 -0.616
O 2.60732 3.88550 2.12946 -0.442
H 2.07324 5.63602 3.02982 0.298
H 1.40843 4.15465 3.83891 0.166
H 3.12243 4.57470 3.93481 0.297
H 1.93468 3.25559 1.86045 0.303
C 0.34351 -3.82018 2.50936 -0.789
O 0.73841 -3.63027 1.14383 -0.004
H -0.53310 -4.46760 2.53163 0.357
H 1.18520 -4.28384 3.02384 0.187
H 0.06501 -2.88541 2.99593 0.216
H 0.61333 -4.46783 0.69166 0.247
C 0.71715 -1.21786 -5.67883 -1.145
C -0.59746 -0.61846 -5.31094 0.234
C -0.80273 -0.21579 -3.81430 0.351
O -2.16769 0.29672 -3.62139 -0.522
C -2.40225 0.70794 -2.24905 0.656
N -0.90143 0.46390 -6.19958 -0.782
H 0.62604 -1.54855 -6.71346 0.422
H 0.87923 -2.07475 -5.02495 0.306
H 1.48597 -0.45436 -5.56011 0.146
H -1.38251 -1.33780 -5.54406 0.368
H -0.12690 0.60071 -3.55997 -0.350
H -0.49984 -1.02084 -3.14478 0.114
H -3.42632 1.00366 -2.02118 0.240
H -1.80677 1.60193 -2.06388 -0.297
H -2.08525 -0.01047 -1.49307 -0.323
H -1.70831 0.90422 -5.78107 0.347
H -0.18818 1.17396 -6.11489 0.253
C 3.48343 2.22277 -2.79914 -1.183
C 4.08352 1.12618 -3.68564 0.507
C 3.23516 -0.14877 -3.65251 0.138
O 3.50540 -0.84282 -2.41087 -0.413
C 2.75151 -1.96473 -2.14770 -0.514
N 4.19034 1.75311 -4.99369 -0.747
H 4.11793 3.10802 -2.84212 0.510
H 3.37191 1.86697 -1.77490 -0.142
H 2.47211 2.46050 -3.12900 0.291
H 5.10082 0.82032 -3.44145 0.333
H 3.39153 -0.90923 -4.41759 0.728
H 2.17216 0.09143 -3.63157 -0.729
H 3.01654 -2.20179 -1.11733 0.129
H 3.02096 -2.82523 -2.76011 0.472
H 1.67520 -1.91244 -2.31178 0.091
H 4.77023 2.57876 -4.94737 0.251
H 4.62161 1.10130 -5.63341 0.246
C -4.94777 5.18625 0.17839 -1.700
C -3.57515 4.64301 -0.21561 0.267
C -2.59043 4.35774 0.97555 0.313
O -2.32938 5.59294 1.49335 -0.468
C -1.44042 5.67775 2.60285 -0.581
N -3.98950 3.39789 -0.84583 0.071
H -5.32185 5.78460 -0.65236 0.457
H -4.85474 5.86183 1.02870 0.378
H -5.67414 4.46856 0.55974 0.456
H -3.11956 5.36881 -0.88922 0.540
H -1.65951 3.95330 0.57817 -0.407
H -2.96182 3.77277 1.81696 0.468
H -1.37862 6.74956 2.79127 0.355
H -0.50161 5.20031 2.32214 0.151
H -1.77270 5.15348 3.49886 0.277
H -4.76385 3.57883 -1.46852 0.393
H -4.32362 2.75901 -0.13851 0.028
C -4.39486 -0.69499 0.15709 -1.723
C -3.78431 0.09717 1.30932 2.364
C -4.81359 0.66107 2.35203 -1.115
O -5.49429 1.82702 1.85657 -0.238
C -6.53029 2.20056 2.74783 -0.990
N -2.82186 -0.74555 1.96486 -0.723
H -5.07709 -1.39846 0.63436 0.417
H -3.71607 -1.29473 -0.44925 0.377
H -4.81268 0.01157 -0.56007 0.279
H -3.25629 0.93150 0.84760 -0.855
H -4.33473 1.01065 3.26669 0.363
H -5.54592 -0.08167 2.66847 0.479
H -7.16755 2.93742 2.25890 0.292
H -6.26083 2.52040 3.75441 0.391
H -7.20016 1.36242 2.93990 0.354
H -2.21575 -1.13284 1.25582 0.152
H -2.12133 -0.33426 2.56503 0.224
C 2.63294 -6.34571 -1.57412 -1.307
C 1.79429 -7.29016 -0.74301 0.623
C 0.25152 -7.10955 -0.97788 -0.920
O -0.10485 -5.87859 -0.30144 -0.377
C -1.49445 -5.63661 -0.25092 -0.836
N 2.16636 -8.59837 -1.11757 -0.756
H 2.36735 -5.31258 -1.35007 0.153
H 2.65698 -6.42744 -2.66078 0.341
H 3.66515 -6.51002 -1.26483 0.393
H 2.02635 -7.19984 0.31817 0.251
H -0.29222 -7.86742 -0.41390 0.427
H -0.11122 -7.09989 -2.00570 0.342
H -1.90218 -6.39575 0.41658 0.338
H -1.95267 -5.73462 -1.23506 0.373
H -1.75856 -4.63100 0.07635 0.145
H 1.85189 -8.67560 -2.07425 0.314
H 1.53172 -9.19071 -0.60136 0.275
C 2.37217 0.26544 3.96449 -1.279
C 3.59612 -0.14381 3.12719 0.446
C 3.59121 -1.59041 2.62694 -0.582
O 3.83612 -2.40460 3.75194 -0.374
C 4.32089 -3.68805 3.46051 -0.668
N 3.57211 0.73576 1.99512 -0.469
H 2.55432 1.28845 4.29367 0.371
H 2.26620 -0.40107 4.82043 0.483
H 1.38386 0.28532 3.50520 -0.029
H 4.51002 0.08052 3.67726 0.462
H 4.43219 -1.63313 1.93483 0.499
H 2.68639 -1.83456 2.07034 0.009
H 5.19480 -3.82835 2.82436 0.330
H 3.48916 -4.25686 3.04485 0.141
H 4.58499 -4.06139 4.44994 0.282
H 3.68821 1.68148 2.33014 0.250
H 4.31807 0.41993 1.39189 0.139

Entry 2:
153
Properties=species:S:1:pos:R:3:mulliken_charge:R:1 method="wB97M-V/def2-TZVPD" lumo_energy_ha=-0.00174
C -5.82917 1.73925 -0.78112 -0.778
C -5.28983 1.88776 -2.28197 0.739
C -4.84249 3.35289 -2.64419 -0.825
C -3.40866 3.74787 -2.10415 -0.306
O -3.05876 3.10462 -0.85542 0.241
C -1.67322 2.95442 -0.71695 -0.880
C -0.96482 3.99929 -0.00141 -0.442
C 0.48644 3.86691 0.19936 -1.301
C 1.13683 2.67740 -0.33324 0.473
C 2.69053 2.52059 -0.08777 -1.087
C 2.81639 1.46479 1.11514 -0.061
C 4.26285 0.81972 1.22948 -0.162
C 4.87544 1.16366 2.64214 -0.939
C 3.97547 0.73136 3.86339 0.487
C 4.55731 -0.47834 4.70382 -0.485
O 3.51581 -1.48953 4.92814 0.007
C 3.55530 -1.94891 6.24048 0.633
C 3.86605 -3.45600 6.58031 -0.942
O 3.31416 -1.23019 7.18793 -0.584
C 0.41646 1.61643 -1.05231 1.761
C -1.02717 1.73025 -1.26673 -1.020
N -1.90311 0.78456 -1.90953 1.568
C -2.65622 -0.05902 -0.93927 0.126
C -1.77887 -0.83414 0.10949 -0.764
N -1.06536 -2.01873 -0.43449 -0.406
C -1.25932 -0.04388 -2.91168 -1.342
C -2.14035 -0.56888 -3.97547 -0.181
C -1.67542 -1.46084 -5.04876 0.140
C -2.80338 -1.93850 -6.04947 -1.235
B -3.83253 -2.80303 -5.13270 0.874
O -5.24883 -2.72001 -5.24857 -0.668
O -3.27192 -3.65459 -4.13571 -0.519
C -0.26844 -1.87512 -5.11756 0.450
C 0.15768 -2.87411 -6.27804 -0.204
C 1.32804 -3.86171 -5.90934 -0.869
C 1.04769 -4.75045 -4.63918 0.012
F -0.33935 -5.05749 -4.59475 -0.311
C 0.63691 -1.32999 -4.03441 -0.184
C 0.14302 -0.44741 -2.96792 0.586
S 1.28613 0.14749 -1.69570 -0.203
H -6.94870 1.62606 -0.75165 0.333
H -5.41975 0.75286 -0.41188 0.324
H -5.49623 2.58383 -0.12539 -0.056
H -6.17336 1.63126 -2.93826 0.554
H -4.50117 1.12453 -2.52528 -0.847
H -5.63741 4.08373 -2.32174 0.142
H -4.81991 3.40841 -3.77324 0.443
H -3.46979 4.86966 -1.87629 0.297
H -2.59304 3.59067 -2.85655 0.252
H -1.56981 4.86114 0.37508 0.028
H 0.99590 4.67482 0.77287 0.319
H 3.23100 2.13013 -0.98637 0.194
H 3.06197 3.52096 0.25000 0.330
H 2.47739 2.01629 2.03224 0.369
H 2.07909 0.65162 0.87808 0.019
H 4.14560 -0.29680 1.09094 -0.129
H 4.86846 1.23337 0.36859 0.316
H 4.97470 2.28950 2.67835 0.310
H 5.91887 0.75221 2.66823 0.294
H 2.91023 0.46470 3.59492 -0.370
H 3.91140 1.62692 4.54567 0.249
H 5.42980 -0.91779 4.16119 0.137
H 4.91095 -0.05284 5.67688 0.383
H 4.89580 -3.76300 6.25803 0.272
H 3.74817 -3.68409 7.66299 0.251
H 3.10292 -4.08823 6.03307 0.347
H -3.34972 0.61695 -0.36992 -0.820
H -3.31425 -0.75912 -1.53324 0.783
H -1.04123 -0.19090 0.65288 0.175
H -2.50247 -1.22213 0.89808 0.481
H -1.69719 -2.82598 -0.46483 0.242
H -0.36678 -2.28950 0.27043 0.178
H -3.22473 -0.27252 -3.94444 -0.110
H -3.35718 -1.00035 -6.34693 -0.054
H -2.40192 -2.52019 -6.91511 0.458
H -5.57991 -2.58053 -4.33836 0.216
H -3.70668 -3.44248 -3.28580 0.236
H 0.46004 -2.33092 -7.21938 0.389
H -0.71436 -3.52343 -6.57721 0.211
H 2.30365 -3.31882 -5.74356 0.249
H 1.50701 -4.58327 -6.76147 0.434
H 1.67579 -5.70272 -4.62590 0.218
H 1.38516 -4.14940 -3.74362 0.095
H 1.71806 -1.62998 -4.07277 0.684
O -4.28958 0.88694 -6.37657 -0.578
H -4.40875 1.29385 -7.24416 0.257
H -5.16861 0.56096 -6.14905 0.294
O -4.14250 -0.12691 -9.18663 -0.622
H -3.19048 -0.19323 -9.32402 0.317
H -4.38320 -0.97889 -8.80433 0.313
O -8.53248 -2.29530 -4.68094 -0.685
H -7.57857 -2.37050 -4.80408 0.339
H -8.78754 -3.15091 -4.31413 0.344
O 0.71899 0.15266 4.00481 -0.618
H 0.31496 0.73880 4.65516 0.296
H 1.24578 -0.45855 4.53614 0.236
O 3.42436 -7.26541 -4.82222 -0.639
H 3.11435 -8.03533 -5.31290 0.314
H 3.78537 -7.63614 -4.00877 0.307
O -3.27475 5.29741 2.11663 -0.718
H -3.70553 5.05129 2.94412 0.308
H -3.46875 4.55648 1.52521 0.336
O -4.39146 2.56776 2.51616 -0.656
H -5.19008 2.02980 2.46455 0.309
H -3.73643 2.06387 2.01669 0.290
O -5.65740 7.39260 2.73967 -0.630
H -5.18031 8.14636 2.37583 0.303
H -5.08680 6.63847 2.54195 0.365
O -10.26087 -1.25104 -2.48678 -0.623
H -11.07247 -1.76751 -2.54051 0.314
H -9.61910 -1.76321 -2.99861 0.339
O 7.43616 -0.05288 4.93566 -0.536
H 8.31826 0.09253 4.57276 0.262
H 7.59032 -0.17440 5.88090 0.291
O -3.72231 7.23845 -0.81116 -0.620
H -2.96420 7.80937 -1.00307 0.346
H -3.43718 6.72254 -0.04682 0.265
O -7.22953 4.51450 -0.28904 -0.569
H -7.18791 5.31128 -0.83110 0.297
H -7.27529 4.84968 0.61425 0.285
O 1.90478 -3.70574 8.98448 -0.634
H 1.93613 -2.88316 8.47959 0.329
H 1.84799 -3.41279 9.90433 0.304
O 6.80256 1.60689 -0.28805 -0.647
H 7.16769 0.71534 -0.23934 0.316
H 7.40904 2.13841 0.24053 0.301
O 7.62308 -3.00779 5.03204 -0.651
H 7.60894 -3.00845 4.06828 0.324
H 7.12417 -2.21865 5.27045 0.342
O 5.95832 -5.10109 8.74750 -0.658
H 5.17144 -5.58881 9.01650 0.294
H 5.93528 -4.30177 9.29047 0.342
O 8.04622 -3.57751 9.79011 -0.652
H 8.67676 -2.94398 9.43025 0.302
H 7.95555 -4.24089 9.09269 0.355
O 2.38503 -2.64985 12.03381 -0.623
H 1.98601 -2.08018 12.70103 0.311
H 2.90320 -3.28207 12.54500 0.313
O -1.58023 9.03760 -0.14801 -0.637
H -1.54689 9.83381 -0.69150 0.308
H -1.62330 9.37184 0.75517 0.313
O 2.87793 -3.04815 2.43501 -0.801
H 2.90618 -2.23434 1.91451 0.393
H 2.81391 -2.73751 3.34771 0.322
O 4.35612 -3.25204 0.01416 -0.616
H 3.92152 -3.51837 0.83720 0.396
H 4.16459 -3.97130 -0.59731 0.286
O 3.40319 -1.18998 -5.96794 -0.596
H 3.37955 -1.19968 -6.93170 0.308
H 2.90825 -0.39432 -5.73532 0.315
O 3.74857 2.48141 -3.63862 -0.652
H 2.96509 2.00145 -3.34280 0.316
H 3.72311 3.30309 -3.13551 0.326